No. 1
ORCA calculation (ωB97M-V/def2-TZVPD) on a cluster of 2 separate species, C2H2ClF3 in total.

Calculated values
Highest occupied orbital energy   -0.3703 hartree
2S+1   1
ΔE to the lowest compared entry with this formula, charge and spin   352.09 kJ/mol
LUMO level   -0.4 eV
Kohn-Sham gap   0.355 Eh

Positions of all 8 atoms, in Å:
C 1.39032 -0.46212 0.05467
C -2.89930 0.64242 -0.16015
F 2.12451 0.43395 -0.56334
F 1.11561 -0.01121 1.34981
F -2.25755 0.09463 -1.18363
Cl -1.83687 1.24603 0.89352
H 0.37543 -0.55623 -0.53615
H 1.98785 -1.38747 0.14527

Force components x, y, z for each atom (eV/Å):
C -2.4 -1.1 0.3
C -2.2 -1.1 -1.9
F 0.9 1.3 -0.6
F 0.2 -0.3 -1.1
F 0.2 0.2 0.4
Cl 1.9 0.9 1.5
H 1.9 -0.1 1.4
H -0.6 0.2 0.0

No. 2
ORCA calculation (ωB97M-V/def2-TZVPD) on a structure of composition C2H7P.

Calculated values
Highest occupied orbital energy   -0.3438 hartree
2S+1   1
ΔE to the lowest compared entry with this formula, charge and spin   229.24 kJ/mol
LUMO level   0.5 eV
Kohn-Sham gap   0.360 Eh

Positions of all 10 atoms, in Å:
C 1.16374 -0.47451 -1.04691
C -0.00509 1.76267 0.21593
P 0.29823 0.12531 0.54655
H 1.33310 0.29393 -1.78385
H 0.63168 -1.32714 -1.45029
H 2.03886 -1.08861 -0.67565
H -3.09982 -1.71440 1.91255
H -0.33457 2.58022 0.84101
H 0.43308 2.05880 -0.63844
H -2.45922 -2.21627 2.07910

Force components x, y, z for each atom (eV/Å):
C 0.1 -1.2 2.0
C 0.0 -2.5 2.5
P -0.3 1.1 -0.7
H 0.4 0.0 -0.1
H -0.8 0.2 -0.4
H -0.2 1.4 -0.5
H 1.9 -1.5 0.5
H -0.4 -0.5 0.4
H 1.2 1.3 -3.2
H -1.9 1.5 -0.5

No. 3
ORCA calculation (ωB97M-V/def2-TZVPD) on a structure of composition C52H51N3O7PSb2V.

Calculated values
Highest occupied orbital energy (spin up / spin down)   -0.0970 / -0.2080 hartree
2S+1   4
⟨S²⟩   3.7879
ΔE to the lowest compared entry with this formula, charge and spin   0.00 kJ/mol
Net charge   -1
LUMO level (spin up / spin down)   2.1 / 2.1 eV
Kohn-Sham gap (spin up / spin down)   0.173 / 0.284 Eh

Positions of all 117 atoms, in Å:
V 1.10246 -0.16479 -0.19467
C 2.43229 4.08956 -0.71082
O 3.64582 3.57239 -0.15893
C 3.46084 2.95311 1.05515
C 3.79652 3.62552 2.20858
C 3.67488 3.01932 3.46061
C 3.21726 1.72459 3.52955
C 2.84895 1.02506 2.37307
C 2.47492 -0.36423 2.48730
N 1.92625 -1.02044 1.53764
N 1.79039 -2.38870 1.70527
C 1.36993 -2.88215 0.58177
O 1.10031 -2.15737 -0.46574
C 1.23993 -4.35542 0.45775
C 1.23067 -5.17311 1.58549
C 1.14070 -6.54764 1.44680
C 1.06862 -7.11955 0.18295
C 1.06979 -6.30890 -0.94300
C 1.14615 -4.93011 -0.80559
C 2.95563 1.63153 1.09964
O 2.65900 1.00667 -0.01798
H 1.97519 4.81141 -0.02864
H 1.71916 3.28955 -0.91283
H 2.70295 4.59123 -1.63957
H 4.15737 4.64238 2.11362
H 3.93486 3.56236 4.35889
H 3.12945 1.22368 4.48734
H 2.71974 -0.90243 3.40237
H 1.29255 -4.71313 2.56261
H 1.11449 -7.17728 2.32720
H 0.99836 -8.19522 0.07870
H 1.00742 -6.75005 -1.93024
H 1.13681 -4.28192 -1.67184
C -4.00524 -3.29331 -0.14244
C -4.64426 -2.06624 -0.79771
C -3.93873 -1.57441 -2.06311
Sb -2.12319 -0.44425 -1.64988
C -3.20010 1.06423 -0.59472
C -3.15865 1.04728 0.79791
C -3.84352 2.00103 1.53694
C -4.55948 2.99666 0.88896
C -4.60963 3.01962 -0.49726
C -3.94117 2.05232 -1.23620
C -2.05378 0.51045 -3.57150
C -2.48191 -0.15377 -4.71879
C -2.35757 0.43481 -5.97172
C -1.80513 1.70174 -6.09083
C -1.37449 2.37382 -4.95442
C -1.49136 1.78016 -3.70457
Sb -2.13535 -3.06687 0.94456
C -2.93178 -2.10474 2.68615
C -2.01363 -1.59433 3.60334
C -2.44394 -0.92698 4.74231
C -3.80151 -0.74867 4.96909
C -4.72349 -1.23849 4.05509
C -4.28997 -1.91279 2.92060
C -2.33914 -5.07849 1.69331
C -2.63588 -5.38267 3.01917
C -2.76707 -6.70388 3.42903
C -2.61129 -7.73780 2.51612
C -2.31197 -7.44527 1.19316
C -2.16949 -6.12504 0.78988
H -3.78649 -4.05339 -0.89886
H -4.69412 -3.75910 0.56536
H -4.72142 -1.24154 -0.08269
H -5.67730 -2.32639 -1.05668
H -4.58284 -0.88293 -2.61068
H -3.71763 -2.41845 -2.72237
H -2.54265 0.32366 1.31857
H -3.78211 1.98948 2.61805
H -5.05413 3.77078 1.46183
H -5.15236 3.80737 -1.00506
H -3.98050 2.08857 -2.31904
H -2.92285 -1.14248 -4.64276
H -2.69542 -0.09587 -6.85376
H -1.71061 2.16425 -7.06546
H -0.94249 3.36375 -5.03971
H -1.13022 2.29753 -2.82422
H -0.94879 -1.70013 3.41831
H -1.71927 -0.53221 5.44352
H -4.13996 -0.21657 5.84922
H -5.78330 -1.08671 4.21901
H -5.02507 -2.27911 2.21394
H -2.76896 -4.58526 3.74162
H -2.99648 -6.92544 4.46451
H -2.71782 -8.76731 2.83516
H -2.17408 -8.24610 0.47649
H -1.90205 -5.91584 -0.24150
C 2.18934 1.27214 -3.48213
P 2.02080 -0.30527 -2.59767
C 3.72866 -0.93549 -2.54408
C 1.20048 -1.40102 -3.80137
H 2.70714 1.14732 -4.43515
H 2.74900 1.95540 -2.84220
H 1.19893 1.69473 -3.65195
H 4.18751 -0.96376 -3.53435
H 3.72112 -1.93830 -2.11467
H 4.30245 -0.28342 -1.88491
H 1.78850 -1.52222 -4.71322
H 0.22679 -0.97933 -4.05728
H 1.04191 -2.37133 -3.32942
O -0.08277 0.77153 1.14051
C -0.25077 1.78426 0.34748
O 0.08541 1.56606 -0.88364
C -0.73360 3.04213 0.81406
C -0.97109 3.25250 2.19476
C -1.48891 4.43136 2.64893
C -1.80720 5.46029 1.72879
C -1.53880 5.27988 0.35005
C -1.01208 4.09825 -0.08674
N -2.38454 6.64178 2.17525
O -2.61677 6.78021 3.39924
O -2.65810 7.53775 1.34162
H -0.73513 2.45210 2.88477
H -1.67597 4.60355 3.69821
H -1.76953 6.08692 -0.32882
H -0.80707 3.95567 -1.14081

Force components x, y, z for each atom (eV/Å):
V 0.0 0.0 -0.1
C 0.0 0.0 0.0
O 0.0 0.0 0.0
C 0.0 0.0 -0.1
C 0.0 0.0 0.0
C 0.0 0.0 0.0
C 0.0 0.0 0.0
C 0.0 0.0 0.0
C 0.1 -0.1 0.1
N 0.0 0.1 -0.1
N 0.0 -0.1 0.1
C 0.0 0.1 -0.1
O 0.0 0.1 0.0
C 0.0 -0.1 0.0
C 0.1 0.0 0.0
C 0.0 0.0 0.0
C 0.0 0.0 0.0
C 0.0 0.0 0.0
C 0.0 0.0 0.0
C 0.0 -0.1 0.0
O 0.0 0.1 0.1
H 0.0 0.0 0.0
H 0.0 0.0 0.0
H 0.0 0.0 0.0
H 0.0 0.0 0.0
H 0.0 0.0 0.0
H 0.0 0.0 0.0
H 0.0 0.0 0.0
H 0.0 0.0 0.0
H 0.0 0.0 0.0
H 0.0 0.0 0.0
H 0.0 0.0 0.0
H 0.0 0.0 0.0
C 0.0 0.1 0.0
C 0.0 0.0 0.0
C 0.0 0.0 0.0
Sb 0.0 0.1 0.0
C 0.0 -0.1 0.0
C -0.1 -0.1 0.0
C -0.1 0.0 0.0
C 0.0 0.0 0.0
C 0.0 0.0 -0.1
C 0.0 0.0 0.0
C 0.0 0.0 0.0
C 0.0 0.0 0.0
C 0.0 0.0 0.0
C 0.0 0.0 0.0
C 0.0 0.0 0.0
C 0.0 0.0 0.0
Sb -0.1 -0.1 0.1
C 0.0 0.0 -0.1
C 0.0 0.0 0.0
C 0.0 0.0 0.0
C 0.0 0.0 0.0
C 0.0 0.0 0.0
C 0.0 0.0 0.0
C 0.0 0.0 0.0
C 0.0 0.0 0.0
C 0.0 0.0 0.0
C 0.0 0.0 0.0
C 0.0 0.0 0.0
C 0.0 0.0 0.0
H 0.0 0.0 0.0
H 0.0 0.0 0.0
H 0.0 0.0 0.0
H 0.0 0.0 0.0
H 0.0 0.0 0.0
H 0.0 0.0 0.0
H 0.0 0.0 0.0
H 0.0 0.0 0.0
H 0.0 0.0 0.0
H 0.0 0.0 0.0
H 0.0 0.0 0.0
H 0.0 0.0 0.0
H 0.0 0.0 0.0
H 0.0 0.0 0.0
H 0.0 0.0 0.0
H 0.0 0.0 0.0
H 0.0 0.0 0.0
H 0.0 0.0 0.0
H 0.0 0.0 0.0
H 0.0 0.0 0.0
H 0.0 0.0 0.0
H 0.0 0.0 0.0
H 0.0 0.0 0.0
H 0.0 0.0 0.0
H 0.0 0.0 0.0
H 0.0 0.0 0.0
C 0.0 0.0 0.1
P 0.0 0.0 0.1
C 0.0 0.0 0.0
C 0.0 0.0 0.0
H 0.0 0.0 0.0
H 0.0 0.0 0.0
H 0.0 0.0 0.0
H 0.0 0.0 0.0
H 0.0 0.0 0.0
H 0.0 0.0 0.0
H 0.0 0.0 0.0
H 0.0 0.0 0.0
H 0.0 0.0 0.0
O 0.1 -0.1 0.0
C 0.0 0.1 0.0
O 0.0 -0.2 0.0
C 0.1 0.0 0.0
C 0.1 0.0 0.0
C 0.0 0.0 0.0
C 0.0 0.0 0.0
C 0.0 0.0 0.0
C 0.0 0.0 0.0
N 0.0 0.1 0.0
O 0.0 0.0 0.0
O 0.0 0.0 0.0
H 0.0 0.0 0.0
H 0.0 0.0 0.0
H 0.0 0.0 0.0
H 0.0 0.0 0.0

No. 4
ORCA calculation (ωB97M-V/def2-TZVPD) on a cluster of 2 separate species, C3H5OP in total.

Calculated values
Highest occupied orbital energy   -0.3398 hartree
2S+1   1
ΔE to the lowest compared entry with this formula, charge and spin   255.87 kJ/mol
LUMO level   0.2 eV
SMILES   C=C=P.C=O
Kohn-Sham gap   0.348 Eh

Positions of all 10 atoms, in Å:
C -1.23129 -0.53759 0.35204
C -1.94086 0.45132 0.68524
C 2.61718 -0.33376 -0.21426
O 2.23154 0.28722 0.73464
P -0.60734 -1.93665 -0.14289
H -3.08432 0.39258 0.48525
H -1.65654 1.32819 1.33206
H 2.17494 -1.09440 -0.71996
H 3.62039 0.02308 -0.72266
H -0.60833 -1.49534 -1.49586

Force components x, y, z for each atom (eV/Å):
C 0.5 -1.1 -0.5
C -3.4 3.0 1.8
C 3.9 4.1 0.4
O -0.5 -0.6 0.0
P 0.3 -1.0 -0.5
H 2.0 0.0 0.4
H 0.1 -0.9 -1.2
H -2.0 -2.7 -1.1
H -1.3 -0.7 0.7
H 0.4 -0.1 -0.1

No. 5
ORCA calculation (ωB97M-V/def2-TZVPD) on a cluster of 2 separate species, C3H10S in total.

Calculated values
Highest occupied orbital energy   -0.3300 hartree
2S+1   1
ΔE to the lowest compared entry with this formula, charge and spin   111.02 kJ/mol
LUMO level   0.9 eV
SMILES   CCS.C
Kohn-Sham gap   0.364 Eh

Positions of all 14 atoms, in Å:
C 4.17335 -0.05180 2.94335
H 3.21036 0.22546 2.73935
H 4.30247 -0.60574 3.96121
H 4.85646 0.78882 3.11349
H 4.77081 -0.58537 2.10022
C -0.01041 0.57559 -0.00329
C -1.47987 0.26918 -0.12997
S -1.78204 -0.51220 -1.69030
H 0.38627 1.39783 -0.69804
H 0.55303 -0.17911 -0.23386
H 0.16369 0.92521 0.99302
H -1.74364 -0.29064 0.77245
H -2.01877 1.18058 -0.23481
H -2.06634 0.58041 -2.32873

Force components x, y, z for each atom (eV/Å):
C 5.1 -1.9 1.4
H -2.3 0.6 -0.6
H -0.6 0.5 -2.0
H -0.6 0.4 -0.1
H -1.7 0.4 1.4
C -1.9 5.7 0.1
C 1.1 0.4 0.1
S -0.3 -2.1 -0.3
H -1.0 -0.9 0.8
H 3.2 -4.7 -0.9
H 0.5 0.2 0.7
H -0.6 -0.1 -0.6
H -0.7 0.7 0.8
H -0.3 1.0 -0.6

No. 6
ORCA calculation (ωB97M-V/def2-TZVPD) on an isolated molecule of CH3N3O6Si.

Calculated values
Highest occupied orbital energy (spin up / spin down)   -0.2970 / -0.2970 hartree
2S+1   1
ΔE to the lowest compared entry with this formula, charge and spin   398.21 kJ/mol
LUMO level (spin up / spin down)   -1.9 / -1.9 eV
Kohn-Sham gap (spin up / spin down)   0.226 / 0.226 Eh

Positions of all 14 atoms, in Å:
C -0.90323 1.50534 2.21773
N -2.92350 1.02356 0.95127
N -2.76373 -1.72045 2.68928
N -4.34297 -2.61890 0.36891
O -3.54001 0.11232 0.33694
O -1.70139 -1.63644 3.24461
O -4.07300 -3.74827 0.03358
O -2.03795 0.67105 1.82403
O -3.87223 -2.08972 3.13666
O -5.30441 -1.92782 0.45551
Si -2.84388 -1.71972 1.00998
H -0.79506 2.59166 2.56498
H -0.49530 0.89909 2.93792
H -0.29888 1.46408 1.17793

Force components x, y, z for each atom (eV/Å):
C 1.9 2.0 -4.6
N -0.8 2.0 -2.8
N -2.3 -0.1 3.5
N 4.1 1.3 2.5
O 1.9 0.3 4.0
O 0.2 -0.1 1.3
O -1.8 -0.9 -0.8
O -1.8 -1.5 0.6
O 1.1 0.1 1.0
O -3.9 -0.4 -1.2
Si 2.9 -0.1 -7.2
H -1.9 -1.4 -0.5
H 1.2 -1.4 1.5
H -0.8 0.1 2.7

Among the records above, which one has the highest 2S+1? C52H51N3O7PSb2V

Which of these has the lowest ΔE to the lowest compared entry with this formula, charge and spin? C52H51N3O7PSb2V